(1)
DFT (ωB97M-V with the def2-TZVPD basis set) results for 2 unconnected molecules or ions with the total composition C2H5N3O3.

Each line ends with the Löwdin charge.
Atoms and positions in Å:
1 N 1.340 0.265 -0.073  0.126
2 C 0.322 -0.300 0.670  -0.100
3 N -0.826 -0.807 0.230  -0.286
4 O -1.416 -0.665 -0.846  -0.079
5 O -1.580 -1.304 1.437  0.006
6 H 1.373 0.522 -1.017  0.065
7 H 2.217 0.504 0.343  0.092
8 H 0.476 -0.631 1.660  0.124
9 H -2.162 -1.971 1.061  0.089
10 N -0.812 1.847 -1.706  0.182
11 C -1.390 2.920 -1.738  -0.392
12 O -1.782 3.984 -1.540  0.161
13 H -1.178 0.934 -1.705  0.012

Results
- Total charge: 0
- Kohn-Sham gap: 9.0 eV
- SMILES: N/C=[N+](\[O-])O.N=C=O
- Energy: -469.07574 Ha
- HOMO level: -8.36 eV



(2)
DFT (ωB97M-V with the def2-TZVPD basis set) results for C2H5N3O3 in the gas phase.

Each line ends with the Löwdin charge.
Atoms and positions in Å:
1 O -0.753 -2.440 2.370  -0.205
2 N 0.338 -1.621 1.742  0.048
3 C -0.594 -0.916 0.800  -0.140
4 N -0.058 -0.270 -0.183  -0.154
5 O 1.224 -0.902 -0.443  -0.042
6 C -0.155 1.086 -0.604  -0.154
7 N 0.591 1.508 -1.504  -0.007
8 O 0.106 2.835 -1.881  -0.125
9 H -0.111 -3.075 2.780  0.082
10 H -1.791 -0.849 1.032  0.184
11 H 1.437 -0.517 -1.423  0.166
12 H -1.115 1.794 -0.345  0.200
13 H 0.879 3.367 -2.340  0.148

Results
- Total charge: 0
- Kohn-Sham gap: 8.5 eV
- SMILES: O/N=C/N(O)/C=N/O
- Energy: -468.90089 Ha
- HOMO level: -8.21 eV



(3)
DFT (ωB97M-V with the def2-TZVPD basis set) results for C2H5N3O3 in the gas phase.

Each line ends with the Löwdin charge.
Atoms and positions in Å:
1 O 0.977 -1.075 0.800  -0.155
2 N 1.942 -0.936 -0.340  0.028
3 C 1.945 0.283 -0.805  -0.258
4 N 0.964 1.092 -0.388  -0.032
5 O -0.367 0.563 -0.817  -0.124
6 C -1.224 0.989 0.200  -0.238
7 N -2.076 0.265 0.846  -0.007
8 O -2.222 -1.017 0.401  -0.076
9 H 1.348 -1.970 1.309  0.183
10 H 2.843 0.697 -1.345  0.141
11 H 0.816 2.247 -0.886  0.259
12 H -0.872 1.996 0.741  0.161
13 H -1.378 -1.309 -0.091  0.117

Results
- Total charge: 0
- Kohn-Sham gap: 9.7 eV
- SMILES: O/N=C\NO/C=N\O
- Energy: -468.91689 Ha
- HOMO level: -9.52 eV



(4)
DFT (ωB97M-V with the def2-TZVPD basis set) results for a molecular structure, C2H5N3O3.

Each line ends with the Löwdin charge.
Atoms and positions in Å:
1 C -0.031 -0.252 -0.003  -0.246
2 C -2.320 -0.442 -0.121  -0.315
3 H 1.336 1.315 1.176  0.268
4 H -0.761 1.576 -0.327  0.068
5 H 1.074 -1.904 -0.173  0.184
6 H 2.697 -0.168 0.169  0.044
7 H -3.269 -1.059 -0.619  0.167
8 N 0.061 1.077 -0.332  0.055
9 N 1.168 -0.987 0.412  -0.034
10 N -1.172 -1.091 0.055  0.065
11 O 1.300 1.788 0.032  -0.076
12 O 2.208 -0.700 -0.382  -0.051
13 O -2.290 0.845 0.114  -0.129

Results
- Total charge: 0
- Kohn-Sham gap: 9.2 eV
- Energy: -468.95166 Ha
- HOMO level: -9.65 eV



(5)
DFT (ωB97M-V with the def2-TZVPD basis set) results for C2H5N3O3 in the gas phase.

Each line ends with the Löwdin charge.
Atoms and positions in Å:
1 O -2.413 0.731 -0.009  -0.171
2 C -2.153 -0.611 -0.085  -0.357
3 N -1.044 -1.119 -0.190  0.114
4 C -0.045 -0.179 -0.055  -0.361
5 N 0.097 0.966 -0.489  0.041
6 O 1.226 1.706 -0.034  -0.043
7 N 1.196 -0.659 0.623  0.027
8 O 2.179 -0.864 -0.568  -0.143
9 H -2.981 -1.414 -0.485  0.164
10 H -0.876 1.384 -0.285  0.152
11 H 0.650 2.270 0.797  0.251
12 H 1.026 -1.680 0.835  0.127
13 H 3.137 -0.530 -0.055  0.201

Results
- Total charge: 0
- Kohn-Sham gap: 9.3 eV
- SMILES: O=CN=C(NO)NO
- Energy: -468.93980 Ha
- HOMO level: -9.74 eV



(6)
DFT (ωB97M-V with the def2-TZVPD basis set) results for C2H5N3O3S in the gas phase.

Each line ends with the Löwdin charge.
Atoms and positions in Å:
1 N -1.004 0.767 1.321  -0.021
2 S -1.350 -0.059 -0.088  0.673
3 O -2.552 0.629 -0.595  -0.316
4 O -1.423 -1.497 0.115  -0.332
5 C 0.229 0.269 -0.916  -0.381
6 C 1.199 -0.970 -0.433  -0.096
7 N 2.255 -0.162 0.146  0.006
8 N 2.060 0.986 0.190  0.062
9 O 0.834 1.403 -0.462  -0.116
10 H -1.832 1.180 1.605  0.048
11 H -0.690 0.159 2.008  0.050
12 H 0.066 0.420 -2.061  0.172
13 H 0.561 -1.525 0.388  0.130
14 H 1.646 -1.601 -1.217  0.121

Results
- Total charge: 0
- Kohn-Sham gap: 11.4 eV
- SMILES: NS(=O)(=O)[C@@H]1CN=NO1
- Energy: -867.26164 Ha
- HOMO level: -10.80 eV



(7)
DFT (ωB97M-V with the def2-TZVPD basis set) results for C2H5N3OS in the gas phase.

Each line ends with the Löwdin charge.
Atoms and positions in Å:
1 N -2.786 0.287 0.114  0.016
2 N -1.723 -0.606 -0.001  -0.101
3 C -0.424 -0.121 -0.080  -0.637
4 N -0.100 1.146 -0.043  0.013
5 O 1.247 1.379 -0.246  -0.179
6 C 1.920 0.347 0.322  -0.496
7 S 0.995 -1.193 -0.099  0.926
8 H -2.973 0.661 -0.808  0.084
9 H -2.547 1.045 0.725  0.069
10 H -1.916 -1.519 0.365  0.118
11 H 1.897 0.397 1.426  0.089
12 H 2.940 0.336 -0.085  0.100

Results
- Total charge: 0
- Kohn-Sham gap: 9.4 eV
- SMILES: NNC1=NOCS1
- Energy: -716.80462 Ha
- HOMO level: -8.68 eV



(8)
DFT (ωB97M-V with the def2-TZVPD basis set) results for C2H5N3OS in the gas phase.

Each line ends with the Löwdin charge.
Atoms and positions in Å:
1 H 2.187 0.941 -0.277  0.051
2 N 1.774 0.407 0.499  0.157
3 C 0.633 -0.002 0.217  -0.538
4 N 0.016 -0.885 1.142  -0.380
5 S -1.626 -1.306 1.224  0.746
6 N -0.137 0.317 -0.901  0.094
7 C 0.189 1.232 -1.834  -0.310
8 O 1.306 1.715 -1.907  0.023
9 H 0.594 -1.335 1.787  0.053
10 H -2.037 -0.285 2.064  -0.117
11 H -1.129 0.031 -0.846  0.096
12 H -0.545 1.561 -2.541  0.126

Results
- Total charge: 0
- Kohn-Sham gap: 10.1 eV
- SMILES: [H]/N=C(/NS)NC=O
- Energy: -716.89817 Ha
- HOMO level: -9.62 eV



(9)
DFT (ωB97M-V with the def2-TZVPD basis set) results for C2H5N3OS in the gas phase.

Each line ends with the Löwdin charge.
Atoms and positions in Å:
1 N -1.602 -1.169 1.054  0.002
2 N -1.656 -0.956 -0.242  -0.049
3 C -0.823 -0.077 -0.775  -0.201
4 N -0.130 0.951 -0.076  0.003
5 O 0.979 0.346 0.585  -0.146
6 C 2.166 0.430 0.012  -0.652
7 S 2.595 1.080 -1.483  0.627
8 H -2.451 -1.544 1.355  0.065
9 H -1.223 -0.354 1.646  0.128
10 H -0.905 0.014 -1.840  0.098
11 H 0.219 1.555 -0.788  0.040
12 H 2.830 -0.276 0.551  0.086

Results
- Total charge: 0
- Kohn-Sham gap: 8.9 eV
- SMILES: N/N=C\NOC=S
- Energy: -716.77078 Ha
- HOMO level: -8.91 eV



(10)
DFT (ωB97M-V with the def2-TZVPD basis set) results for C2H5N3OS2 in the gas phase.

Each line ends with the Löwdin charge.
Atoms and positions in Å:
1 N 0.269 1.793 0.488  0.118
2 C 0.120 0.492 0.191  -0.519
3 N 0.797 -0.502 0.657  -0.364
4 S 2.040 -0.133 1.779  0.777
5 C -0.957 0.182 -0.837  -0.714
6 S -2.052 1.344 -1.349  0.619
7 N -1.025 -1.047 -1.322  -0.048
8 O -0.236 -2.135 -1.038  -0.012
9 H 0.766 2.049 1.320  0.062
10 H -0.443 2.427 0.154  0.041
11 H 2.123 -1.379 2.232  -0.148
12 H -1.737 -1.279 -1.988  0.137
13 H 0.334 -1.812 -0.286  0.052

Results
- Total charge: 0
- Kohn-Sham gap: 8.4 eV
- SMILES: N/C(=N\S)C(=S)NO
- Energy: -1115.03345 Ha
- HOMO level: -8.54 eV



(11)
DFT (ωB97M-V with the def2-TZVPD basis set) results for C2H5N3P2 in the gas phase.

Each line ends with the Löwdin spin population.
Atoms and positions in Å:
1 C 1.044 -0.313 -0.702  0.008
2 C 0.548 0.809 0.139  0.009
3 N -2.547 0.793 -0.801  0.688
4 N -2.887 -0.865 0.754  0.298
5 N -0.098 -0.360 0.228  0.065
6 P -3.775 0.456 0.139  0.761
7 P -1.696 -0.716 -0.579  0.157
8 H 0.778 -0.258 -1.774  0.003
9 H 1.883 -0.902 -0.224  0.001
10 H 1.300 1.195 0.830  0.004
11 H -0.019 1.608 -0.372  0.002
12 H -3.257 -1.718 1.258  0.004

Results
- Total charge: 0
- Kohn-Sham gap (spin up / spin down): 6.8 / 6.2 eV
- Multiplicity: 3
- Energy: -926.00395 Ha
- HOMO level (spin up / spin down): -6.19 / -9.36 eV



(12)
DFT (ωB97M-V with the def2-TZVPD basis set) results for C2H5N3S in the gas phase.

Each line ends with the Löwdin charge.
Atoms and positions in Å:
1 H -1.010 -2.744 0.074  0.054
2 N -0.994 -1.851 -0.396  0.053
3 C -0.165 -1.042 0.115  -0.271
4 N -0.172 0.319 -0.299  -0.482
5 S -1.270 0.844 -1.505  0.783
6 C 0.694 1.251 0.231  -0.342
7 N 1.527 0.950 1.151  0.081
8 H 1.958 1.772 1.533  0.035
9 H 0.582 -1.246 0.883  0.120
10 H -1.771 -0.441 -1.533  -0.119
11 H 0.622 2.187 -0.254  0.088

Results
- Total charge: 0
- Kohn-Sham gap: 9.3 eV
- SMILES: [H]/N=C/N(S)/C=N/[H]
- Energy: -641.62090 Ha
- HOMO level: -8.42 eV



Energy relative to the best compared isomer or geometry (same formula, charge and spin) readings, ordered: 78.41 188.13 178.09 156.27 163.71 26.24 85.40 26.69 106.63 38.34 1.58 39.62 kcal per mole
Molecular weight readings, ordered: 119.1 119.1 119.1 119.1 119.1 151.1 119.1 119.1 119.1 151.2 133.0 103.2 g mol⁻¹
Maximum force readings, ordered: 3.40 9.15 7.79 6.48 10.48 3.95 2.77 2.56 4.01 0.64 7.02 1.96 eV/Å